No. 1
The following is a DFT calculation (ωB97M-V/def2-TZVPD) of C25H48InP4S as an isolated structure in a non-equilibrium geometry.

Positions of all 79 atoms, in Å:
1 In -0.152 0.483 -0.045
2 P 1.944 1.498 1.345
3 P -2.109 2.254 0.299
4 P 0.781 1.981 -2.340
5 H -0.430 -4.181 -0.192
6 C 0.245 -4.435 -1.011
7 C 1.553 -4.146 -0.900
8 H 1.952 -3.895 0.091
9 C 2.385 0.869 3.006
10 C 1.812 3.312 1.620
11 C 3.510 1.226 0.436
12 C -3.698 1.863 -0.518
13 C -2.694 2.766 1.957
14 C -1.730 3.888 -0.428
15 C 2.076 1.118 -3.315
16 C 1.595 3.612 -2.078
17 C -0.454 2.364 -3.644
18 H -0.213 -4.895 -1.902
19 H 2.269 -4.192 -1.738
20 H 2.305 -0.224 3.047
21 H 1.746 1.303 3.782
22 H 3.427 1.151 3.208
23 H 1.031 3.509 2.368
24 H 1.549 3.845 0.697
25 H 2.763 3.708 2.000
26 H 3.607 0.158 0.191
27 H 4.353 1.514 1.079
28 H 3.540 1.801 -0.498
29 H -4.374 2.712 -0.327
30 H -4.134 0.944 -0.105
31 H -3.542 1.740 -1.597
32 H -3.534 3.460 1.808
33 H -1.889 3.285 2.491
34 H -3.032 1.906 2.548
35 H -2.596 4.541 -0.237
36 H -1.562 3.811 -1.510
37 H -0.842 4.315 0.057
38 H 1.937 1.326 -4.386
39 H 2.000 0.040 -3.138
40 H 3.074 1.454 -3.002
41 H 1.828 4.079 -3.048
42 H 2.528 3.463 -1.516
43 H 0.942 4.282 -1.499
44 H 0.046 2.399 -4.625
45 H -0.964 3.321 -3.475
46 H -1.215 1.574 -3.640
47 C -1.047 -1.723 -3.479
48 C -1.910 -1.545 -4.584
49 C -1.701 -2.273 -5.760
50 C -0.631 -3.167 -5.867
51 C 0.288 -3.247 -4.817
52 C 0.100 -2.514 -3.645
53 S -1.492 -1.069 -1.899
54 H -0.136 -1.094 -1.248
55 H -2.759 -0.865 -4.485
56 H -2.381 -2.132 -6.604
57 H -0.489 -3.776 -6.769
58 H 1.165 -3.891 -4.900
59 H 0.791 -2.602 -2.810
60 C -2.531 -1.250 2.358
61 P -0.821 -0.620 2.465
62 C -0.902 0.596 3.844
63 C -0.014 -2.000 3.396
64 C 1.167 -2.607 2.930
65 C 1.821 -3.540 3.737
66 C 1.299 -3.896 4.980
67 C 0.120 -3.304 5.440
68 C -0.543 -2.360 4.647
69 H -3.118 -0.593 1.705
70 H -2.983 -1.282 3.357
71 H -2.519 -2.258 1.922
72 H -0.144 0.366 4.602
73 H -1.891 0.539 4.316
74 H -0.715 1.615 3.487
75 H 1.554 -2.348 1.940
76 H 2.752 -3.986 3.395
77 H 1.799 -4.640 5.602
78 H -0.297 -3.556 6.417
79 H -1.463 -1.887 5.009

Summary:
Lowest unoccupied orbital energy (hartree): -0.3909
Spin multiplicity: 1
HOMO energy (eV): -16.49
Calculated total energy (Ha): -2934.1378
Charge: +3
Energy above the lowest of the compared OMol25 structures with the same formula, charge and spin (kcal/mol): 46.7

No. 2
The following is a DFT calculation (ωB97M-V/def2-TZVPD) of C25H48InP4Se as an isolated structure in a non-equilibrium geometry.

Positions of all 79 atoms, in Å:
1 In -1.173 -1.585 -2.603
2 P -1.245 -2.762 0.448
3 P 1.771 -0.811 1.592
4 P 1.489 -1.817 -2.032
5 H -2.939 2.105 -4.578
6 C -2.884 1.032 -4.805
7 C -2.804 0.089 -3.824
8 H -2.959 0.363 -2.753
9 C -2.565 -2.407 1.687
10 C -0.304 -3.973 1.455
11 C -2.189 -4.025 -0.526
12 C 3.083 0.485 1.723
13 C 1.106 -0.587 3.298
14 C 2.871 -2.263 1.910
15 C 1.494 -1.890 -3.888
16 C 2.000 -3.563 -1.694
17 C 3.117 -0.993 -1.833
18 H -3.024 0.758 -5.854
19 H -3.026 -0.938 -4.166
20 H -3.240 -1.644 1.272
21 H -2.116 -2.020 2.615
22 H -3.133 -3.326 1.906
23 H 0.070 -3.510 2.373
24 H 0.540 -4.348 0.870
25 H -0.959 -4.812 1.718
26 H -3.014 -3.534 -1.055
27 H -2.568 -4.807 0.145
28 H -1.507 -4.463 -1.263
29 H 3.858 0.167 2.434
30 H 2.641 1.437 2.036
31 H 3.511 0.622 0.724
32 H 1.872 -0.871 4.029
33 H 0.221 -1.218 3.423
34 H 0.815 0.457 3.459
35 H 3.415 -2.105 2.848
36 H 3.588 -2.381 1.090
37 H 2.266 -3.171 1.985
38 H 2.485 -2.234 -4.204
39 H 1.271 -0.873 -4.246
40 H 0.723 -2.590 -4.256
41 H 2.653 -3.902 -2.521
42 H 1.109 -4.215 -1.631
43 H 2.553 -3.608 -0.737
44 H 3.703 -1.197 -2.746
45 H 3.656 -1.402 -0.962
46 H 2.978 0.094 -1.715
47 C 1.217 2.472 -2.406
48 C 0.046 2.289 -3.182
49 C 0.048 2.560 -4.541
50 C 1.224 2.993 -5.173
51 C 2.418 3.051 -4.435
52 C 2.431 2.752 -3.082
53 Se 1.144 2.376 -0.581
54 H -0.539 1.875 0.950
55 H -0.864 1.959 -2.675
56 H -0.867 2.451 -5.114
57 H 1.210 3.286 -6.222
58 H 3.350 3.348 -4.923
59 H 3.368 2.783 -2.526
60 C -3.269 1.569 1.111
61 P -1.742 2.356 1.556
62 C -1.738 4.067 1.006
63 C -1.411 2.230 3.304
64 C -2.024 1.250 4.100
65 C -1.668 1.134 5.445
66 C -0.696 1.974 5.982
67 C -0.030 2.910 5.182
68 C -0.369 3.027 3.833
69 H -3.179 1.081 0.134
70 H -4.070 2.320 1.053
71 H -3.564 0.823 1.853
72 H -2.409 4.652 1.654
73 H -0.717 4.476 1.019
74 H -2.103 4.063 -0.033
75 H -2.757 0.576 3.677
76 H -2.143 0.369 6.052
77 H -0.444 1.896 7.041
78 H 0.765 3.533 5.601
79 H 0.167 3.732 3.195

Summary:
Lowest unoccupied orbital energy (alpha / beta) (hartree): -0.4474 / -0.4515
Spin multiplicity: 1
HOMO energy (alpha / beta) (eV): -15.72 / -15.68
Calculated total energy (Ha): -4937.2657
Charge: +3
Energy above the lowest of the compared OMol25 structures with the same formula, charge and spin (kcal/mol): 83.0

No. 3
The following is a DFT calculation (ωB97M-V/def2-TZVPD) of a 5-piece molecular cluster, C25H48N4O2 overall in a non-equilibrium geometry.

Positions of all 79 atoms, in Å:
1 C 1.552 3.336 -1.330
2 C 2.038 1.739 -1.220
3 C 1.709 1.005 -2.648
4 C 1.694 -0.634 -2.604
5 C 3.248 -1.187 -2.535
6 C 0.835 -1.292 -1.373
7 O -0.639 -1.362 -1.640
8 C -1.272 -0.053 -1.405
9 C -2.842 -0.112 -0.938
10 O -3.794 -0.367 -2.030
11 C -3.869 0.765 -2.975
12 H 0.393 3.394 -1.604
13 H 1.627 3.772 -0.229
14 H 2.226 3.903 -2.106
15 H 3.218 1.719 -1.051
16 H 1.448 1.308 -0.295
17 H 2.594 1.307 -3.389
18 H 0.729 1.444 -3.145
19 H 1.214 -0.989 -3.638
20 H 3.560 -1.171 -1.403
21 H 3.939 -0.486 -3.207
22 H 3.339 -2.318 -2.896
23 H 1.175 -2.434 -1.305
24 H 1.061 -0.837 -0.311
25 H -0.626 0.516 -0.586
26 H -1.129 0.565 -2.417
27 H -2.978 -0.897 -0.054
28 H -3.084 0.947 -0.449
29 H -3.026 0.564 -3.793
30 H -3.552 1.784 -2.456
31 H -4.930 0.857 -3.506
32 C -1.293 -5.120 2.546
33 C -1.781 -4.336 1.331
34 C -0.867 -3.162 0.974
35 C -0.804 -2.188 2.139
36 N -0.752 -1.380 3.106
37 H -1.277 -4.499 3.447
38 H -1.960 -5.965 2.746
39 H -0.284 -5.514 2.379
40 H -2.796 -3.971 1.529
41 H -1.844 -5.014 0.473
42 H -1.251 -2.642 0.091
43 H 0.144 -3.517 0.746
44 C -6.431 -3.025 1.263
45 C -7.147 -2.654 2.558
46 C -6.218 -2.006 3.587
47 C -5.105 -2.973 3.954
48 N -4.180 -3.775 4.258
49 H -5.647 -3.770 1.434
50 H -7.138 -3.458 0.548
51 H -5.974 -2.143 0.800
52 H -7.601 -3.557 2.983
53 H -7.964 -1.961 2.326
54 H -6.781 -1.746 4.490
55 H -5.780 -1.087 3.184
56 C -0.005 8.598 -1.407
57 C -0.252 7.352 -0.563
58 C 1.005 6.865 0.161
59 C 2.078 6.510 -0.855
60 N 2.968 6.216 -1.698
61 H 0.718 8.408 -2.207
62 H -0.935 8.926 -1.882
63 H 0.372 9.422 -0.790
64 H -0.640 6.556 -1.210
65 H -1.029 7.572 0.178
66 H 0.773 5.979 0.763
67 H 1.387 7.641 0.833
68 C 7.063 -3.230 1.854
69 C 7.296 -2.072 0.889
70 C 6.220 -0.988 0.989
71 C 4.861 -1.582 0.656
72 N 3.734 -2.074 0.379
73 H 6.125 -3.752 1.640
74 H 7.870 -3.964 1.768
75 H 7.032 -2.876 2.891
76 H 7.334 -2.465 -0.134
77 H 8.274 -1.625 1.099
78 H 6.439 -0.176 0.289
79 H 6.191 -0.567 2.000

Summary:
Lowest unoccupied orbital energy (hartree): 0.0230
Spin multiplicity: 1
HOMO energy (eV): -9.31
Calculated total energy (Ha): -1350.5447
SMILES: CCC[C@@H](C)COCCOC.CCCC#N.CCCC#N.CCCC#N.CCCC#N
Energy above the lowest of the compared OMol25 structures with the same formula, charge and spin (kcal/mol): 79.6

No. 4
The following is a DFT calculation (ωB97M-V/def2-TZVPD) of C25H48P4SeTi as an isolated structure in a non-equilibrium geometry.

Positions of all 79 atoms, in Å:
1 Ti -0.622 -0.022 -0.645
2 P -3.144 -0.105 -0.653
3 P -0.198 -2.505 -0.635
4 P -0.347 2.491 -0.521
5 H 4.887 -0.506 0.249
6 C 4.224 0.336 0.487
7 C 3.696 0.356 1.850
8 H 3.931 -0.449 2.538
9 C -4.084 -0.280 -2.229
10 C -3.929 -1.451 0.301
11 C -4.019 1.348 0.035
12 C 1.580 -2.890 -0.412
13 C -0.986 -3.609 0.588
14 C -0.653 -3.342 -2.190
15 C 1.404 2.983 -0.299
16 C -1.189 3.528 0.726
17 C -0.883 3.337 -2.059
18 H 4.655 1.256 0.065
19 H 3.083 1.208 2.155
20 H -5.148 -0.224 -1.970
21 H -3.891 -1.240 -2.720
22 H -3.847 0.526 -2.934
23 H -5.019 -1.348 0.231
24 H -3.642 -1.367 1.354
25 H -3.646 -2.427 -0.105
26 H -5.095 1.225 -0.143
27 H -3.689 2.274 -0.449
28 H -3.861 1.406 1.115
29 H 1.790 -3.916 -0.748
30 H 1.859 -2.774 0.645
31 H 2.182 -2.185 -0.998
32 H -1.047 -4.628 0.180
33 H -2.000 -3.264 0.817
34 H -0.398 -3.622 1.512
35 H -0.144 -4.320 -2.236
36 H -0.362 -2.722 -3.050
37 H -1.742 -3.493 -2.233
38 H 1.531 4.042 -0.564
39 H 2.039 2.364 -0.945
40 H 1.717 2.811 0.739
41 H -1.379 4.520 0.294
42 H -0.558 3.638 1.616
43 H -2.146 3.082 1.017
44 H -0.516 4.377 -2.072
45 H -1.981 3.347 -2.127
46 H -0.499 2.793 -2.935
47 C 0.570 0.129 -4.386
48 C 1.907 -0.137 -4.055
49 C 2.902 -0.043 -5.043
50 C 2.557 0.279 -6.368
51 C 1.215 0.472 -6.710
52 C 0.219 0.370 -5.728
53 Se -0.850 0.019 -2.961
54 H 3.229 0.182 -0.031
55 H 2.160 -0.457 -3.042
56 H 3.952 -0.239 -4.795
57 H 3.333 0.339 -7.133
58 H 0.945 0.671 -7.744
59 H -0.827 0.448 -6.001
60 C -1.320 -1.601 3.249
61 P -0.450 -0.200 2.431
62 C -1.543 1.113 3.092
63 C 0.920 -0.056 3.699
64 C 1.820 -1.137 3.792
65 C 2.889 -1.122 4.698
66 C 3.087 -0.013 5.538
67 C 2.172 1.057 5.487
68 C 1.091 1.032 4.586
69 H -2.218 -1.868 2.676
70 H -1.628 -1.293 4.260
71 H -0.657 -2.472 3.338
72 H -1.788 0.892 4.142
73 H -1.063 2.098 3.027
74 H -2.475 1.132 2.513
75 H 1.709 -1.986 3.113
76 H 3.592 -1.966 4.734
77 H 3.946 0.013 6.218
78 H 2.310 1.920 6.154
79 H 0.385 1.867 4.606

Summary:
Lowest unoccupied orbital energy (alpha / beta) (hartree): -0.4292 / -0.4292
Spin multiplicity: 2
HOMO energy (alpha / beta) (eV): -15.99 / -15.98
Calculated total energy (Ha): -5596.6943
Charge: +3
Energy above the lowest of the compared OMol25 structures with the same formula, charge and spin (kcal/mol): 3.1

No. 5
The following is a DFT calculation (ωB97M-V/def2-TZVPD) of C25H49BaNO2SSi2 as an isolated structure in a non-equilibrium geometry.

Positions of all 81 atoms, in Å:
1 O -0.527 -1.118 -2.192
2 O 0.635 0.625 -3.414
3 C 0.179 -2.368 -2.540
4 C -0.530 -3.579 -2.001
5 H 1.174 -2.257 -2.095
6 H 0.269 -2.411 -3.637
7 H -0.633 -3.531 -0.910
8 H 0.071 -4.463 -2.249
9 H -1.520 -3.707 -2.448
10 C -1.847 -0.970 -2.839
11 C -1.810 -1.180 -4.326
12 H -2.168 0.045 -2.570
13 H -2.503 -1.680 -2.319
14 H -1.030 -0.580 -4.817
15 H -2.764 -0.866 -4.763
16 H -1.665 -2.241 -4.563
17 C 0.160 2.022 -3.248
18 C 1.965 0.380 -4.003
19 C -0.750 2.377 -4.383
20 H 1.064 2.644 -3.209
21 H -0.352 2.038 -2.280
22 H -0.234 2.320 -5.348
23 H -1.112 3.401 -4.259
24 H -1.626 1.716 -4.412
25 C 1.917 0.605 -5.490
26 H 2.206 -0.655 -3.744
27 H 2.663 1.057 -3.494
28 H 1.079 0.077 -5.965
29 H 2.838 0.220 -5.937
30 H 1.850 1.673 -5.726
31 H 0.185 -0.138 -2.728
32 Ba -0.376 0.343 1.806
33 C 1.765 -0.041 0.049
34 Si 3.540 0.363 0.357
35 H 1.501 -1.101 -0.107
36 H 1.337 0.514 -0.808
37 C 4.588 -0.790 -0.708
38 C 4.123 0.200 2.131
39 C 3.768 2.178 -0.099
40 C -2.249 -1.512 1.030
41 Si -3.583 -0.246 0.925
42 H -2.182 -2.105 1.966
43 H -2.240 -2.223 0.183
44 C -4.870 -0.839 -0.314
45 C -3.038 1.478 0.358
46 C -4.319 0.040 2.632
47 H 3.164 2.445 -0.978
48 H 4.821 2.391 -0.332
49 H 3.468 2.836 0.728
50 H 4.271 -1.830 -0.533
51 H 5.654 -0.703 -0.450
52 H 4.452 -0.578 -1.779
53 H 3.728 -0.706 2.607
54 H 3.822 1.051 2.754
55 H 5.221 0.134 2.159
56 H -3.474 1.639 -0.635
57 H -1.973 1.751 0.243
58 H -3.489 2.234 1.016
59 H -5.227 0.657 2.573
60 H -3.627 0.539 3.326
61 H -4.590 -0.916 3.095
62 H -5.853 -0.382 -0.134
63 H -4.972 -1.930 -0.232
64 H -4.561 -0.616 -1.347
65 S 1.553 2.345 6.105
66 C 2.150 3.371 4.882
67 C 1.827 2.890 3.596
68 C 1.121 1.689 3.657
69 C 0.849 1.252 4.920
70 C 0.084 0.085 5.342
71 C -0.149 -0.233 6.691
72 C -0.887 -1.373 7.010
73 C -1.380 -2.182 5.970
74 C -1.116 -1.827 4.642
75 N -0.437 -0.701 4.349
76 H 2.694 4.263 5.145
77 H 2.119 3.386 2.673
78 H 0.253 0.444 7.455
79 H -1.076 -1.614 8.045
80 H -1.962 -3.080 6.160
81 H -1.425 -2.443 3.786

Summary:
Lowest unoccupied orbital energy (hartree): -0.0039
Spin multiplicity: 1
HOMO energy (eV): -5.66
Calculated total energy (Ha): -2189.7045

No. 6
The following is a DFT calculation (ωB97M-V/def2-TZVPD) of C25H49CdFNO21P3 as an isolated structure in a non-equilibrium geometry.

Positions of all 101 atoms, in Å:
1 Cd -0.572 -0.143 1.068
2 F 0.810 0.561 -0.249
3 N -3.459 -1.383 2.589
4 O -4.259 -0.501 2.748
5 O -2.355 -0.852 2.220
6 O -3.484 -2.572 2.908
7 C 4.179 -1.827 -4.823
8 C 3.887 -0.676 -4.110
9 C 2.968 -0.729 -3.020
10 C 2.548 -1.962 -2.514
11 C 3.066 -3.120 -3.112
12 C 3.800 -3.071 -4.286
13 O 3.930 -4.205 -5.020
14 O 2.623 0.418 -2.323
15 H 4.566 -1.886 -5.829
16 H 4.207 0.299 -4.447
17 H 1.903 -2.048 -1.652
18 H 2.626 -4.047 -2.775
19 H 3.462 -4.942 -4.619
20 H 1.837 0.454 -1.774
21 C -1.365 2.663 -4.218
22 C -0.509 1.548 -4.056
23 C -0.745 0.314 -4.658
24 C -1.882 0.170 -5.448
25 C -2.778 1.203 -5.562
26 C -2.540 2.454 -5.023
27 O -3.433 3.554 -5.234
28 O 0.214 -0.764 -4.570
29 H -1.107 3.598 -3.742
30 H 0.323 1.573 -3.367
31 H -2.050 -0.734 -6.015
32 H -3.668 1.155 -6.173
33 H -4.266 3.337 -5.658
34 H 0.978 -0.437 -4.090
35 C -3.972 2.542 1.761
36 O -3.342 3.167 0.671
37 P -2.855 2.096 -0.470
38 O -2.050 0.987 0.065
39 O -2.034 2.874 -1.562
40 C -1.038 3.779 -1.109
41 O -4.209 1.604 -1.184
42 C -5.136 2.642 -1.564
43 H -4.817 1.880 1.568
44 H -4.265 3.221 2.562
45 H -3.319 1.842 2.283
46 H -0.120 3.449 -1.594
47 H -0.828 3.752 -0.040
48 H -1.223 4.812 -1.401
49 H -4.823 3.497 -2.162
50 H -5.511 3.113 -0.655
51 H -5.970 2.106 -2.017
52 C 2.270 2.672 1.988
53 O 1.527 2.939 3.218
54 P -0.109 2.830 3.129
55 O -0.590 1.598 2.389
56 O -0.577 4.246 2.527
57 C -1.032 5.231 3.292
58 O -0.613 2.865 4.620
59 C 0.009 2.015 5.607
60 H 2.951 3.478 1.713
61 H 1.624 2.537 1.120
62 H 2.947 1.822 2.070
63 H -0.138 5.728 3.667
64 H -1.581 4.798 4.128
65 H -1.647 5.837 2.627
66 H 0.297 2.538 6.519
67 H 1.001 1.685 5.299
68 H -0.557 1.136 5.916
69 C 2.163 -4.298 4.133
70 O 1.142 -3.261 4.014
71 P 1.480 -1.903 3.196
72 O 0.522 -1.489 2.120
73 O 1.623 -0.699 4.325
74 C 2.871 -0.493 5.057
75 O 3.038 -2.056 2.669
76 C 3.583 -1.274 1.582
77 H 2.463 -4.832 3.231
78 H 2.038 -4.984 4.971
79 H 2.927 -3.713 4.645
80 H 3.501 -1.377 4.963
81 H 2.689 -0.341 6.120
82 H 3.342 0.423 4.699
83 H 2.939 -0.842 0.816
84 H 4.197 -1.945 0.982
85 H 4.085 -0.433 2.060
86 C -1.576 -1.620 -1.706
87 O -1.133 -1.991 -0.455
88 C -1.456 -3.365 -0.016
89 C -0.288 -4.329 -0.455
90 O 0.933 -3.787 0.185
91 C 2.076 -4.612 0.372
92 H -1.346 -0.605 -2.030
93 H -2.659 -1.715 -1.627
94 H -1.124 -2.353 -2.374
95 H -2.383 -3.657 -0.510
96 H -1.653 -3.235 1.048
97 H -0.259 -4.355 -1.544
98 H -0.533 -5.157 0.211
99 H 2.616 -4.714 -0.569
100 H 1.679 -5.576 0.688
101 H 2.781 -4.134 1.052

Summary:
Lowest unoccupied orbital energy (hartree): 0.0103
Spin multiplicity: 1
HOMO energy (eV): -7.65
Calculated total energy (Ha): -3908.4745